Record 1
Formula: C3H8NO4
Source: the Open Molecules 2025 dataset
Level of theory: ωB97M-V with the def2-TZVPD basis set

```
16
Properties=species:S:1:pos:R:3:lowdin_charge:R:1
O -1.076 -0.699 -3.308 -0.118
O -1.198 1.927 0.665 -0.044
O -0.087 0.901 2.326 -0.091
O 1.774 -0.337 4.020 -0.065
N 0.058 0.063 0.251 0.003
C -0.042 0.228 -1.203 -0.237
C -0.654 -0.977 -1.994 -0.276
C -0.425 1.098 1.133 -0.803
H 1.229 -0.203 4.747 -0.021
H -1.552 -1.175 -1.365 0.118
H -0.671 1.116 -1.410 0.105
H 0.844 -0.530 0.573 0.122
H 1.035 0.488 -1.603 0.124
H 0.123 -1.841 -2.122 0.127
H -0.749 -0.018 -3.910 0.082
H 1.390 -0.039 3.200 -0.025
```

As for the orbital gap: 0.29276 Eh. The highest occupied orbital energy is -0.169 Ha. For the calculated total energy, the calculation gives -474.88009 hartree. Its charge is -1.

Record 2
Formula: C5H9N3
Source: the Open Molecules 2025 dataset
Level of theory: ωB97M-V with the def2-TZVPD basis set

```
17
Properties=species:S:1:pos:R:3:lowdin_charge:R:1
N 0.266 -1.781 0.017 0.290
N -0.605 1.606 0.028 0.279
N 0.314 0.593 0.136 -0.143
C 1.519 0.671 -0.742 0.070
C -1.817 1.183 -0.081 0.120
C 1.712 0.560 0.733 0.102
C -1.860 -0.298 -0.030 0.021
C -0.367 -0.648 0.026 -0.263
H 1.560 1.587 -1.269 0.144
H 2.017 -0.385 1.220 0.151
H -2.555 -0.858 0.748 0.237
H -2.367 -0.802 -0.799 0.145
H -2.765 1.750 -0.103 0.190
H 1.735 -0.242 -1.324 0.159
H 2.026 1.545 1.278 0.204
H -0.075 -2.709 0.028 0.164
H 1.261 -1.773 0.134 0.131
```

As for the orbital gap (spin up / spin down): 0.24667 / 0.22978 Eh. The highest occupied orbital energy (spin up / spin down) is -0.595 / -0.778 Ha. As for the spin multiplicity: 3. For the calculated total energy, the calculation gives -359.21205 hartree. The expectation value of S² is 2.01. Its charge is +2.

Record 3
Formula: C24H20N4O8
Source: the Open Molecules 2025 dataset
Level of theory: ωB97M-V with the def2-TZVPD basis set

```
56
Properties=species:S:1:pos:R:3:lowdin_charge:R:1
O -4.467 2.501 -0.192 0.111
O -0.858 -1.009 -2.811 0.096
O -1.904 -5.815 2.947 0.043
O -1.919 -2.229 -1.252 -0.027
O 3.704 0.637 -2.907 0.120
O 4.365 0.878 -0.983 0.068
O -2.748 -5.798 5.086 0.031
O -3.543 4.380 -0.293 0.041
N -3.504 3.160 -0.115 -0.434
N -2.657 -5.410 3.883 -0.313
N -0.839 -1.813 -1.916 -0.312
N 3.977 1.299 -2.026 -0.431
C -0.838 3.497 -0.217 0.132
C -0.459 0.541 0.415 0.012
C 0.555 -3.457 -0.578 0.055
C 3.508 5.754 -2.435 -0.039
C 0.528 -2.161 -1.424 -0.102
C -4.160 -3.508 4.740 -0.002
C -2.184 2.584 0.061 -0.024
C 1.804 -1.638 -1.922 0.011
C 1.944 -3.976 -0.130 0.045
C 4.524 3.657 -1.171 0.024
C 0.510 2.723 -0.411 -0.086
C -4.964 -2.243 4.390 0.010
C 2.732 3.315 -3.125 0.080
C 4.334 5.154 -1.322 0.005
C -3.378 -4.148 3.736 -0.153
C -4.077 -2.164 2.077 -0.105
C 3.747 2.810 -2.074 -0.103
C 3.137 -2.132 -1.563 -0.067
C -1.897 1.083 0.354 0.070
C 0.734 1.388 -0.110 -0.058
C 3.287 -3.208 -0.658 0.019
C 2.748 4.881 -3.303 -0.025
C -4.916 -1.557 2.997 -0.073
C -3.172 -3.419 2.338 0.096
H 1.813 -0.942 -2.702 0.071
H 4.689 5.795 -0.629 0.037
H 3.252 6.753 -2.591 0.068
H -5.519 -1.749 5.101 0.036
H -2.661 -3.915 1.492 0.081
H 4.858 3.078 -0.322 0.095
H 1.698 0.838 -0.248 0.091
H -0.431 -0.498 0.554 0.042
H -0.808 4.522 -0.237 0.041
H -3.963 -4.001 5.794 0.141
H 3.791 -1.798 -2.210 0.031
H 1.980 -4.713 0.693 0.075
H -4.104 -1.849 0.985 0.102
H 2.324 5.333 -4.083 0.033
H -0.280 -3.838 -0.176 0.024
H -5.405 -0.596 2.688 0.111
H 1.385 3.315 -0.437 0.055
H -2.613 0.444 0.569 0.011
H 2.142 2.796 -3.904 0.100
H 4.203 -3.554 -0.395 0.042
```

As for the orbital gap: 0.29021 Eh. The highest occupied orbital energy is -0.337 Ha. For the calculated total energy, the calculation gives -1746.60490 hartree. Its charge is 0. The SMILES is O=[N+]([O-])c1ccccc1.O=[N+]([O-])c1ccccc1.O=[N+]([O-])c1ccccc1.O=[N+]([O-])c1ccccc1.

Record 4
Formula: C3H8O2S
Source: the Open Molecules 2025 dataset
Level of theory: ωB97M-V with the def2-TZVPD basis set

```
14
Properties=species:S:1:pos:R:3:lowdin_charge:R:1
S 2.889 -3.127 0.590 0.670
O -3.306 4.734 -2.277 0.084
O -1.075 4.672 -1.863 0.037
C 1.162 -3.409 1.070 -0.623
C -2.239 5.255 -2.304 -0.386
C 0.341 -2.086 1.124 -0.193
H -1.410 4.139 -1.097 0.126
H 0.833 -1.236 0.651 0.048
H 3.411 -3.334 1.838 -0.138
H 0.766 -3.900 0.174 0.044
H -1.964 6.132 -2.910 0.138
H -0.730 -2.167 0.948 0.063
H 0.387 -1.640 2.133 0.062
H 0.933 -4.032 1.924 0.067
```

As for the orbital gap: 0.35944 Eh. The highest occupied orbital energy is -0.333 Ha. For the calculated total energy, the calculation gives -667.74208 hartree. Its charge is 0. The SMILES is O=CO.CCS.

Record 5
Formula: C12H32BF3N2O4Pt
Source: the Open Molecules 2025 dataset
Level of theory: ωB97M-V with the def2-TZVPD basis set

```
55
Properties=species:S:1:pos:R:3:lowdin_charge:R:1
Pt 0.191 0.717 -0.535 1.296
F -0.945 -5.015 0.540 0.125
F -0.140 -3.452 1.866 0.151
F -2.117 -3.254 1.118 0.143
O 2.256 0.256 0.509 -0.304
O -1.067 -3.058 -1.576 -0.091
O -0.116 -1.517 -0.393 -0.041
O -0.480 0.736 1.570 -0.345
N 1.002 2.788 0.346 0.011
N -1.806 1.481 -0.888 -0.026
C -3.726 2.273 0.126 -0.027
C 2.414 2.638 0.459 -0.404
C 2.919 3.930 1.175 -0.033
C 2.925 -0.931 1.020 -0.053
C -2.268 1.918 0.366 -0.434
C 2.836 1.385 1.241 -0.147
C -1.785 -4.400 -3.578 -0.053
C -0.867 -3.658 0.769 -0.497
C -0.036 0.085 2.775 -0.039
C -1.889 0.978 1.599 -0.118
C -0.234 -2.894 -0.451 -0.317
C -1.385 -4.432 -2.043 -0.187
B 1.105 0.920 -2.545 -0.459
H 0.628 1.757 -2.061 -0.085
H 0.367 0.204 -2.873 -0.032
H -1.747 2.840 0.623 0.127
H 3.919 1.371 1.358 0.142
H -1.847 2.298 -1.480 0.128
H 0.705 -3.339 -0.780 0.187
H 2.395 4.842 0.887 0.084
H -2.318 1.402 2.506 0.146
H -0.549 -5.130 -2.003 0.113
H 1.579 1.292 -3.441 -0.003
H -2.189 -4.850 -1.437 0.111
H 2.776 -1.289 2.039 0.097
H -3.896 3.119 0.793 0.093
H 3.974 4.031 0.921 0.091
H 2.566 -1.684 0.317 0.088
H 2.414 1.524 2.236 0.122
H -4.288 1.401 0.461 0.095
H -0.585 -0.805 3.084 0.105
H -2.545 0.859 -1.184 0.125
H 2.940 2.624 -0.495 0.156
H -2.676 -3.774 -3.612 0.072
H -0.062 0.781 3.613 0.105
H -2.252 -0.024 1.371 0.132
H -2.023 -5.409 -3.914 0.071
H 1.018 -0.174 2.679 0.067
H 3.993 -0.818 0.834 0.100
H -4.043 2.504 -0.891 0.098
H 1.801 0.526 -1.821 -0.061
H 2.728 3.906 2.248 0.085
H 0.839 3.550 -0.296 0.114
H 0.637 3.180 1.202 0.105
H -1.048 -4.209 -4.358 0.074
```

As for the orbital gap (spin up / spin down): 0.31858 / 0.19884 Eh. The highest occupied orbital energy (spin up / spin down) is -0.413 / -0.425 Ha. As for the spin multiplicity: 4. For the calculated total energy, the calculation gives -1330.06692 hartree. The expectation value of S² is 3.76. Its charge is +1.